This record from OMol25 describes a cluster of 4 separate species, C3H14O4 in total. The level of theory is the ωB97M-V functional and the def2-TZVPD basis.

molecular weight: 114.14 g/mol
LUMO energy: 0.70 eV
electronic energy: -423.620549 a.u.
structure (SMILES): CCCO.O.O.O
energy relative to the best compared isomer or geometry (same formula, charge and spin): 30.1 kcal per mole

Structure (ORCA input):
```
! RIJCOSX wB97M-V def2-TZVPD def2/J DEFGRID3
* xyz 0 1
O 1.12640 -2.62366 -0.50617
O 0.52071 -0.09359 -2.78010
O 1.04299 0.65410 -0.10579
O 2.35182 -1.19308 1.63303
C -1.23896 0.45684 0.27766
C 0.03995 1.14385 0.75786
C -2.65312 1.10097 0.63663
H 0.55133 -2.84645 -1.25011
H 0.55896 0.48758 -3.53716
H -0.18189 2.22469 0.59320
H 1.47811 -1.11478 1.22070
H 2.49359 -2.04087 2.05241
H 1.93130 0.77867 0.24218
H -2.77787 1.23251 1.71707
H 0.16133 1.02454 1.82991
H -1.38056 0.63243 -0.78485
H -1.09122 -0.57636 0.57648
H 0.97906 0.34888 -2.05157
H 2.01894 -2.42668 -0.79597
H -2.44818 2.11840 0.25895
H -3.48266 0.71200 0.01563
*
```

Löwdin charges, unit e, in atom order: atom 1 (O): -0.063, atom 2 (O): -0.065, atom 3 (O): -0.098, atom 4 (O): -0.067, atom 5 (C): -0.231, atom 6 (C): -0.273, atom 7 (C): -0.091, atom 8 (H): 0.048, atom 9 (H): 0.026, atom 10 (H): 0.119, atom 11 (H): 0.004, atom 12 (H): 0.039, atom 13 (H): 0.096, atom 14 (H): 0.063, atom 15 (H): 0.120, atom 16 (H): 0.093, atom 17 (H): 0.101, atom 18 (H): 0.003, atom 19 (H): 0.038, atom 20 (H): 0.062, atom 21 (H): 0.076

---

This record from OMol25 describes the molecule C2H3NO2. The level of theory is the ωB97M-V functional and the def2-TZVPD basis.

molecular weight: 73.05 g/mol
LUMO energy: 0.65 eV
electronic energy: -283.251051 a.u.
structure (SMILES): O=CNC=O
energy relative to the best compared isomer or geometry (same formula, charge and spin): 4.4 kcal per mole

Structure (ORCA input):
```
! RIJCOSX wB97M-V def2-TZVPD def2/J DEFGRID3
* xyz 0 1
O -0.98394 -2.01390 -0.08008
O -0.47255 1.79425 -0.32194
N 0.45615 -0.24756 0.13192
C -0.77557 -0.89553 0.30901
C 0.49277 1.07202 -0.26078
H 1.52012 1.35826 -0.53203
H 1.27941 -0.79833 -0.07390
H -1.51641 -0.26921 0.82779
*
```

Löwdin charges, unit e, in atom order: atom 1 (O): 0.074, atom 2 (O): 0.049, atom 3 (N): 0.078, atom 4 (C): -0.290, atom 5 (C): -0.330, atom 6 (H): 0.133, atom 7 (H): 0.144, atom 8 (H): 0.142